Record 1
# C4H8O2

A 2-piece molecular cluster, C4H8O2 overall in a non-equilibrium geometry (the ωB97M-V functional and the def2-TZVPD basis, the OMol25 dataset).

Summary:
energy above the lowest of the compared OMol25 structures with the same formula, charge and spin: 315.8 kJ/mol
SMILES string: C=CO.C=CO

```
14
Properties=species:S:1:pos:R:3:nbo_charge:R:1
C -0.265 -2.747 -0.883 -0.572
C -0.526 -1.693 -1.670 0.170
O 0.164 -1.455 -2.837 -0.683
H -1.105 -3.089 -0.300 0.215
H 0.709 -3.221 -0.826 0.209
H -1.254 -0.895 -1.491 0.183
H 0.618 -2.257 -3.089 0.479
C -0.498 1.644 1.230 -0.472
C 0.696 2.162 1.524 0.129
O 0.767 3.439 2.039 -0.708
H -0.556 0.893 0.452 0.206
H -1.365 2.234 1.502 0.203
H 1.595 1.577 1.377 0.164
H 1.022 3.408 2.972 0.478
```

Record 2
# C4H8O2

The molecule C4H8O2 in a non-equilibrium geometry (the ωB97M-V functional and the def2-TZVPD basis, the OMol25 dataset).

Summary:
energy above the lowest of the compared OMol25 structures with the same formula, charge and spin: 284.9 kJ/mol
SMILES string: COCCC=O

```
14
Properties=species:S:1:pos:R:3:nbo_charge:R:1
C 0.082 -1.525 -1.573 -0.252
O -0.172 -1.017 -0.290 -0.522
C -0.263 0.353 -0.396 -0.034
C -0.341 1.112 0.936 -0.576
C 0.276 0.550 2.176 0.441
O 0.076 0.956 3.299 -0.526
H 0.208 -2.598 -1.463 0.200
H 0.992 -1.074 -2.003 0.167
H -0.763 -1.298 -2.239 0.169
H -1.073 0.721 -1.043 0.181
H 0.695 0.731 -0.914 0.130
H -1.228 1.735 1.135 0.239
H 0.488 1.596 0.399 0.275
H 1.021 -0.241 1.975 0.111
```

Record 3
# C4H8O2

The molecule C4H8O2 (the ωB97M-V functional and the def2-TZVPD basis, the OMol25 dataset).

Summary:
energy above the lowest of the compared OMol25 structures with the same formula, charge and spin: 180.7 kJ/mol
SMILES string: OC[C@H]1C[C@H]1O

```
14
Properties=species:S:1:pos:R:3:nbo_charge:R:1
O -1.964 -0.614 1.158 -0.714
C -0.939 -1.036 0.283 -0.059
C 0.368 -0.339 0.575 -0.271
C 1.353 -0.151 -0.551 -0.450
C 0.583 1.021 -0.020 0.075
O -0.480 1.560 -0.755 -0.717
H -2.048 0.340 1.032 0.470
H -1.216 -0.863 -0.767 0.166
H -0.835 -2.115 0.427 0.182
H 0.759 -0.505 1.576 0.221
H 1.058 -0.543 -1.523 0.216
H 2.417 -0.213 -0.343 0.224
H 1.131 1.756 0.570 0.180
H -0.186 1.701 -1.662 0.476
```

Record 4
# C4H8O2

The molecule C4H8O2 (the ωB97M-V functional and the def2-TZVPD basis, the OMol25 dataset).

Summary:
energy above the lowest of the compared OMol25 structures with the same formula, charge and spin: 193.1 kJ/mol
SMILES string: C[C@H]1[C@@H](O)[C@H]1O

```
14
Properties=species:S:1:pos:R:3:nbo_charge:R:1
C 1.632 -0.285 -0.273 -0.609
C 0.464 -0.243 0.681 -0.273
C -0.699 0.684 0.484 0.049
O -0.760 1.477 -0.675 -0.717
C -0.893 -0.783 0.267 0.062
O -1.079 -1.195 -1.049 -0.701
H 2.063 -1.292 -0.297 0.215
H 1.332 -0.025 -1.290 0.225
H 2.415 0.416 0.037 0.210
H 0.719 -0.399 1.728 0.214
H -1.133 1.163 1.357 0.179
H -1.281 2.232 -0.400 0.483
H -1.479 -1.353 0.984 0.178
H -1.302 -0.397 -1.553 0.483
```

Record 5
# C4H8O2

The molecule C4H8O2 in a non-equilibrium geometry (the ωB97M-V functional and the def2-TZVPD basis, the OMol25 dataset).

Summary:
energy above the lowest of the compared OMol25 structures with the same formula, charge and spin: 176.9 kJ/mol
SMILES string: CC(C)(O)C=O

```
14
Properties=species:S:1:pos:R:3:nbo_charge:R:1
C -0.582 -1.504 0.121 -0.623
C -0.108 -0.146 -0.375 0.187
C -0.200 0.968 0.893 -0.653
O -0.781 0.212 -1.529 -0.702
C 1.278 0.322 -0.469 0.390
O 1.541 1.211 -1.266 -0.604
H -1.624 -1.399 0.452 0.226
H -0.576 -2.280 -0.653 0.232
H 0.020 -1.844 0.967 0.213
H 0.598 1.721 1.078 0.239
H -0.315 0.422 1.830 0.216
H -1.073 1.532 0.593 0.245
H -0.142 0.830 -1.950 0.493
H 1.964 -0.045 0.308 0.140
```

Record 6
# C4H8O2

A 3-piece molecular cluster, C4H8O2 overall in a non-equilibrium geometry (the ωB97M-V functional and the def2-TZVPD basis, the OMol25 dataset).

Summary:
energy above the lowest of the compared OMol25 structures with the same formula, charge and spin: 445.4 kJ/mol

```
14
Properties=species:S:1:pos:R:3:nbo_charge:R:1
C -2.664 -0.428 0.190 -0.458
C -1.991 0.642 -0.281 -0.267
O 0.639 1.413 -0.290 -0.643
C 1.367 0.442 -0.205 0.776
O 0.739 -0.694 -0.272 -0.748
C 2.803 0.166 0.083 -0.721
H -0.644 -0.708 0.485 0.468
H -2.939 -0.486 1.245 0.217
H -3.077 -1.053 -0.598 0.223
H -1.700 0.699 -1.331 0.225
H -1.894 1.527 0.338 0.221
H 3.282 1.132 0.088 0.222
H 3.234 -0.437 -0.720 0.242
H 3.076 -0.362 1.005 0.244
```

Record 7
# C4H8O2

A 2-piece molecular cluster, C4H8O2 overall in a non-equilibrium geometry (the ωB97M-V functional and the def2-TZVPD basis, the OMol25 dataset).

Summary:
energy above the lowest of the compared OMol25 structures with the same formula, charge and spin: 302.2 kJ/mol
SMILES string: C=C/C=C/O.O

```
14
Properties=species:S:1:pos:R:3:nbo_charge:R:1
C 0.775 -0.183 -2.354 -0.391
C 0.263 -1.183 -1.512 -0.203
C 0.017 -1.070 -0.128 -0.400
C 0.599 -1.856 0.832 0.187
O 0.164 -1.991 2.123 -0.673
H 0.850 -0.197 -3.426 0.195
H 1.382 0.700 -2.029 0.191
H -0.017 -2.145 -1.967 0.206
H -0.755 -0.319 0.032 0.220
H 1.606 -2.290 0.775 0.191
H -0.693 -1.623 2.254 0.479
H -1.151 3.314 1.533 0.475
H -1.703 4.797 1.699 0.473
O -1.338 4.047 2.169 -0.948
```

Record 8
# C4H8O2

The molecule C4H8O2 in a non-equilibrium geometry (the ωB97M-V functional and the def2-TZVPD basis, the OMol25 dataset).

Summary:
energy above the lowest of the compared OMol25 structures with the same formula, charge and spin: 298.0 kJ/mol
SMILES string: C=C(C)OCO

```
14
Properties=species:S:1:pos:R:3:nbo_charge:R:1
C -1.788 -0.594 0.909 -0.663
C -0.568 0.100 0.347 0.337
O -0.179 -0.084 -0.943 -0.590
C 0.201 0.917 1.064 -0.548
C 1.468 -0.105 -1.029 0.251
O 1.645 0.230 -2.322 -0.683
H -1.815 -1.670 0.711 0.218
H -1.808 -0.439 1.996 0.226
H -2.715 -0.161 0.508 0.227
H 0.854 1.587 0.515 0.198
H 0.139 0.999 2.132 0.203
H 1.496 -1.140 -0.716 0.150
H 2.239 0.472 -0.457 0.183
H 0.831 -0.112 -2.714 0.490
```

Record 9
# C4H8O2

C4H8O2 as an isolated structure (the ωB97M-V functional and the def2-TZVPD basis, the OMol25 dataset).

Summary:
energy above the lowest of the compared OMol25 structures with the same formula, charge and spin: 492.8 kJ/mol

```
14
Properties=species:S:1:pos:R:3:nbo_charge:R:1
C -1.844 0.018 0.394 -0.656
C -0.357 0.002 0.301 -0.019
C 0.359 -1.070 -0.489 -0.114
O 1.570 -0.359 -0.916 -0.463
C 1.335 0.923 -0.726 0.514
O 0.190 1.192 -0.253 -0.373
H -2.169 -0.769 1.084 0.224
H -2.187 0.969 0.812 0.229
H -2.366 -0.147 -0.567 0.180
H 1.134 0.283 1.521 0.025
H 0.676 -1.930 0.109 0.197
H -0.146 -1.440 -1.407 0.143
H 1.833 0.628 1.455 -0.093
H 2.042 1.678 -1.032 0.206
```

Record 10
# C4H8O2

The molecule C4H8O2 (the ωB97M-V functional and the def2-TZVPD basis, the OMol25 dataset).

Summary:
energy above the lowest of the compared OMol25 structures with the same formula, charge and spin: 199.5 kJ/mol
SMILES string: OCC[C@@H]1CO1

```
14
Properties=species:S:1:pos:R:3:nbo_charge:R:1
C -0.127 -1.584 0.798 -0.115
C 0.266 -0.993 -0.479 0.062
O 1.121 -0.903 0.662 -0.518
C -0.313 0.324 -0.954 -0.461
C -0.305 1.435 0.104 -0.059
O 0.995 1.846 0.448 -0.725
H -0.936 -1.110 1.355 0.181
H 0.603 -1.676 -1.259 0.188
H 0.004 -2.643 0.997 0.190
H 0.272 0.675 -1.810 0.219
H -1.337 0.139 -1.300 0.216
H -0.882 1.129 0.993 0.151
H -0.808 2.316 -0.307 0.185
H 1.448 1.045 0.751 0.486
```

Record 11
# C4H8O2

The molecule C4H8O2 in a non-equilibrium geometry (the ωB97M-V functional and the def2-TZVPD basis, the OMol25 dataset).

Summary:
energy above the lowest of the compared OMol25 structures with the same formula, charge and spin: 222.9 kJ/mol
SMILES string: C[C@@H](O)CC=O

```
14
Properties=species:S:1:pos:R:3:nbo_charge:R:1
C -0.767 -0.628 0.030 0.172
C -0.716 0.779 0.615 -0.561
C 0.325 -0.452 -1.366 -0.715
C 0.770 0.990 0.751 0.475
O -0.295 -1.571 0.871 -0.730
O 1.485 0.192 1.365 -0.562
H 0.607 -1.176 1.224 0.495
H -1.720 -0.914 -0.419 0.187
H 1.137 1.987 0.481 0.141
H -1.148 1.514 -0.066 0.222
H -1.191 0.832 1.601 0.242
H 0.230 -1.465 -1.753 0.220
H 1.397 -0.322 -1.245 0.215
H -0.114 0.232 -2.089 0.199
```

Record 12
# C4H8O2

The molecule C4H8O2 in a non-equilibrium geometry (the ωB97M-V functional and the def2-TZVPD basis, the OMol25 dataset).

Summary:
energy above the lowest of the compared OMol25 structures with the same formula, charge and spin: 125.1 kJ/mol
SMILES string: CCCC(=O)O

```
14
Properties=species:S:1:pos:R:3:nbo_charge:R:1
O -0.746 1.769 0.188 -0.625
C 0.378 1.395 0.488 0.783
O 0.988 1.937 1.489 -0.666
C 1.120 0.239 -0.087 -0.507
C 0.097 -1.043 -0.167 -0.408
C -1.366 -1.045 -0.763 -0.640
H 0.541 2.765 1.752 0.499
H 1.983 -0.100 0.616 0.235
H 1.651 0.654 -0.894 0.240
H 0.700 -1.826 -0.688 0.206
H -0.023 -1.592 0.777 0.216
H -2.145 -1.681 -0.175 0.211
H -1.457 -1.474 -1.833 0.207
H -1.721 0.003 -0.704 0.250
```

no.,E_tot (hartree)
1,-307.59217
2,-307.60393
3,-307.64359
4,-307.63889
5,-307.64507
6,-307.54277
7,-307.59733
8,-307.59895
9,-307.52472
10,-307.63643
11,-307.62752
12,-307.66479